[1]
Formula: C7H11NS
Source: the Open Molecules 2025 dataset
Level of theory: ωB97M-V/def2-TZVPD

Geometry as XYZ:
```
20
Properties=species:S:1:pos:R:3:forces:R:3:lowdin_charge:R:1
C 0.5520 1.5761 -0.3143 -1.6359 -2.0563 -1.8869 -0.26
C 0.7448 1.1971 1.0747 0.2295 0.0451 1.0625 -0.84
C 0.9786 2.6668 -0.9259 0.1033 -0.0688 0.3420 0.07
C -0.3266 0.3556 -0.9746 1.4437 2.0807 1.1284 -0.03
C -0.3127 -0.7214 0.1198 -0.1703 -0.3933 -0.2334 -0.56
C 0.6131 -1.8813 -0.2596 -0.0838 0.1566 -0.0582 -0.03
C -1.7141 -1.2376 0.4516 0.1869 0.1125 -0.1109 -0.03
N 0.2304 -0.0231 1.2776 -0.0448 0.2148 -0.2582 0.05
S 1.4527 2.1095 2.2423 0.1893 0.1756 0.2238 0.63
H 0.7957 2.8618 -1.9672 -0.1097 -0.0610 -0.2297 0.07
H 1.5410 3.3989 -0.3672 0.0770 0.1010 0.1099 0.05
H -1.3247 0.7403 -1.1573 -0.1466 -0.0612 -0.0863 0.11
H 0.1294 0.0356 -1.9032 -0.0164 -0.1157 -0.1372 0.11
H 0.6160 -2.6490 0.5111 0.0184 -0.0756 0.1024 0.08
H 1.6313 -1.5210 -0.3966 0.0699 0.0284 -0.0005 0.09
H 0.2829 -2.3324 -1.1934 -0.0511 -0.0896 -0.0460 0.08
H -1.7023 -1.8040 1.3802 0.0062 -0.1323 0.0809 0.08
H -2.0724 -1.8886 -0.3416 -0.0788 -0.0673 -0.0874 0.09
H -2.4105 -0.4103 0.5666 -0.0485 0.0702 0.0465 0.08
H 0.2954 -0.4731 2.1771 0.0616 0.1361 0.0384 0.14
```
Forces are in eV/Å.

Multiplicity: 1
E in a.u.: -726.262538
Gap between HOMO and LUMO in eV: 8.4
SMILES string: C=C1CC(C)(C)NC1=S
Relative energy (zero: lowest compared OMol25 entry of this formula, charge and spin) in kcal/mol: 0.0


[2]
Formula: C7H11P
Source: the Open Molecules 2025 dataset
Level of theory: ωB97M-V/def2-TZVPD

Geometry as XYZ:
```
19
Properties=species:S:1:pos:R:3:forces:R:3:lowdin_charge:R:1
C -1.8931 1.5148 -1.3187 -0.0026 0.2653 -0.1032 0.02
C 0.0569 -1.3573 -0.4180 -4.2717 -0.0905 0.3000 -0.19
C 1.2404 -0.7466 -0.5392 2.3284 1.1069 -0.2132 -0.15
C -1.4322 0.8643 -0.2695 1.0483 -3.1100 0.0425 -0.39
C -1.2280 -0.7491 -0.3184 4.2188 4.2672 -0.1954 -0.57
C 2.5220 -1.4912 -0.6826 -0.1602 0.0839 0.0082 -0.10
C -1.0799 1.4653 1.0491 -0.0475 0.2013 0.0232 -0.07
P -2.6206 -1.7154 -0.3124 -3.1084 -2.7247 0.0253 0.81
H -2.0485 2.5834 -1.2808 -0.0136 0.1429 0.0285 0.06
H -2.1350 1.0234 -2.2445 -0.0523 -0.1817 -0.1734 0.06
H 0.0286 -2.4425 -0.4323 0.1081 -0.1475 -0.0054 0.09
H 1.3008 0.3346 -0.5319 -0.1030 0.0843 -0.0084 0.11
H 2.3370 -2.5255 -0.9657 0.0628 -0.0753 -0.0009 0.07
H 3.0711 -1.4898 0.2612 0.1423 -0.0109 0.0543 0.08
H 3.1594 -1.0238 -1.4320 0.0948 -0.0202 -0.0276 0.07
H -0.1830 0.9998 1.4537 0.0544 0.0259 0.0498 0.07
H -0.9185 2.5385 0.9586 -0.0315 0.0687 0.0622 0.08
H -1.8890 1.2962 1.7616 0.0093 -0.0316 0.0999 0.08
H -3.5418 -0.6624 -0.2657 -0.2763 0.1462 0.0339 -0.15
```
Forces are in eV/Å.

⟨S²⟩: 2.02
Multiplicity: 3
E in a.u.: -614.509963
Gap between HOMO and LUMO (alpha / beta) in eV: 7.1 / 6.9
Relative energy (zero: lowest compared OMol25 entry of this formula, charge and spin) in kcal/mol: 0.0


[3]
Formula: C7H11PS
Source: the Open Molecules 2025 dataset
Level of theory: ωB97M-V/def2-TZVPD

Geometry as XYZ:
```
20
Properties=species:S:1:pos:R:3:forces:R:3:lowdin_charge:R:1
C 0.3266 -1.3037 -2.4666 -0.5655 -0.5868 -0.1669 -0.13
C 1.2694 -0.3987 -2.5224 2.1365 0.8178 1.9913 -0.15
C -0.0075 -0.8402 -0.0867 -2.1688 1.3993 1.9876 -0.90
C -0.2558 -1.7941 -1.1646 -1.8974 -2.5268 -0.8732 -0.36
C 2.1511 0.1817 -1.3515 -0.9619 -0.3150 -1.3753 -0.45
C -1.8422 1.4584 2.9505 2.3312 3.7123 -0.7974 -0.22
C -0.7798 1.1756 1.8704 0.4230 -1.8849 1.8096 -0.50
P -1.4379 -0.2015 0.7292 2.6400 -0.0910 -0.7029 0.98
S 1.6592 -0.4754 0.2287 0.1489 -0.1550 1.2473 0.85
H 0.0511 -1.6458 -3.4776 -0.5793 -0.2578 0.8848 0.11
H 1.5981 -0.1506 -3.4840 0.6199 0.6628 -1.2737 0.07
H -1.3853 -1.9471 -1.1929 1.1284 0.4194 -0.5540 0.09
H 0.0513 -2.8754 -0.9433 0.2355 1.4439 -0.1161 0.14
H 3.2238 -0.0969 -1.4773 -0.8210 0.3879 -0.1694 0.08
H 2.0149 1.2695 -1.2466 0.3626 -0.2952 -0.5123 0.07
H -2.5631 2.0449 2.4846 -2.3326 0.3819 -0.4409 0.03
H -2.1045 0.6552 3.5093 -1.3901 -2.7182 1.0306 0.02
H -1.4769 2.1659 3.7391 0.3299 -0.3855 -0.6858 0.09
H -0.0434 0.7100 2.6025 0.3313 0.6589 -1.8855 0.08
H -0.4491 2.0684 1.2993 0.0293 -0.6678 0.6021 0.08
```
Forces are in eV/Å.

Multiplicity: 1
E in a.u.: -1012.762726
Gap between HOMO and LUMO in eV: 8.1
SMILES string: CC/P=C1/CC=CCS1
Relative energy (zero: lowest compared OMol25 entry of this formula, charge and spin) in kcal/mol: 37.2


[4]
Formula: C7H12
Source: the Open Molecules 2025 dataset
Level of theory: ωB97M-V/def2-TZVPD

Geometry as XYZ:
```
19
Properties=species:S:1:pos:R:3:forces:R:3:lowdin_charge:R:1
C 1.3499 -1.5902 -0.2668 -0.0676 -0.0816 0.0786 -0.07
C 1.5763 -0.1154 -0.5326 0.0183 -0.0179 0.0158 -0.35
C 0.6157 1.0025 -0.8015 -0.0377 0.0317 -0.0515 -0.31
C -0.9040 0.9801 -0.8305 -0.0536 0.0378 0.0183 -0.18
C -1.5207 -0.0179 0.1492 0.1181 0.0147 0.0321 -0.25
C -1.0027 0.2072 1.5694 0.3415 0.2046 0.0444 -0.10
C 1.3690 0.9586 0.4978 0.2925 0.0914 -0.3787 0.15
H 1.0491 -2.1109 -1.1815 0.0253 0.0525 0.1000 0.08
H 2.2811 -2.0443 0.0882 -0.1317 0.0841 -0.0326 0.08
H 0.5890 -1.7671 0.4940 0.0810 0.0154 -0.0682 0.06
H 2.5143 0.0475 -1.0632 -0.0067 0.0713 0.0739 0.13
H 1.0232 1.7439 -1.4917 -0.0347 -0.0803 0.1134 0.14
H -1.2549 1.9897 -0.5778 0.0361 -0.1077 -0.0322 0.12
H -1.2463 0.7709 -1.8517 0.0558 0.0259 0.1312 0.11
H -2.6145 0.0899 0.1149 0.2356 -0.0281 0.0910 0.11
H -1.3087 -1.0421 -0.1813 -0.0164 0.2000 0.0614 0.09
H -1.1827 -0.6560 2.2113 -0.0037 0.0686 0.0523 0.08
H -1.4438 1.1003 2.0244 -0.0955 -0.1388 -0.0513 0.09
H 0.1107 0.4533 1.6293 -0.7566 -0.4437 -0.1979 0.03
```
Forces are in eV/Å.

Multiplicity: 1
E in a.u.: -273.748225
Gap between HOMO and LUMO in eV: 8.5
Relative energy (zero: lowest compared OMol25 entry of this formula, charge and spin) in kcal/mol: 100.6